# 1
The following is a quantum chemistry calculation of a molecular structure, CrH48O24, from OMol25.

Each line ends with the Mulliken charge.
Atoms and positions in Å:
Cr 0.09541 -0.09683 0.12030  1.149
O 2.03646 -0.53937 -1.13318  -0.287
O 0.21962 1.66587 1.45479  -0.290
O -2.95763 -1.83865 3.49505  -0.513
O -4.39668 0.74888 1.54679  -0.521
O 1.75090 -2.73800 3.03586  -0.576
O -2.19406 0.57308 0.00624  -0.347
O 1.43036 1.53837 -3.74273  -0.656
O 3.14992 -4.44799 0.03608  -0.618
O -1.05417 3.66040 -2.04627  -0.506
O -0.75919 -1.01843 -1.51944  0.413
O -1.41452 -0.67857 -5.13857  -0.590
O -2.28643 -2.61555 -0.26571  -0.606
O -0.72188 -3.83607 2.24530  -0.655
O 0.63548 -2.71399 0.15442  -0.052
O 2.93299 1.66780 2.53241  -0.494
O 2.43619 4.71319 -1.02828  -0.673
O 2.98436 2.06959 -0.43806  -0.545
O 1.68628 -0.55279 1.41127  -0.190
O 1.01147 -1.47460 -3.44319  -0.584
O 0.17582 1.38371 -1.31150  0.930
O 0.50678 4.18607 0.68605  -0.586
O -1.00803 0.67911 3.62949  -0.614
O -3.53892 1.26317 -2.30404  -0.583
O -0.86771 -1.12151 1.63120  1.017
H -1.62665 -1.20355 -5.91035  0.321
H 2.16598 2.12093 -3.55373  0.278
H 0.91212 -1.08230 -4.31063  0.248
H -3.81509 1.52466 -3.18244  0.275
H -1.51580 -1.59695 -1.42408  0.186
H -4.96732 -0.01724 1.60725  0.278
H -1.55114 -1.27176 -4.39987  0.290
H -2.33967 -3.47660 -0.68045  0.273
H 1.60688 -2.21151 -3.57983  0.248
H 2.78140 2.05210 3.39588  0.241
H 0.06998 -3.24639 0.71388  0.079
H 0.68896 2.48543 1.29904  0.207
H 3.43788 1.37056 -0.90914  0.174
H 2.51439 3.78610 -1.25327  0.262
H -0.10617 -3.50225 2.89775  0.277
H -1.02827 -2.06356 1.68602  -0.038
H -0.81690 4.43127 -2.56173  0.269
H 2.22828 -0.00434 1.97842  0.177
H -0.48967 1.98735 -1.64162  -0.153
H -4.97071 1.49119 1.73573  0.253
H -1.12887 -0.78331 2.48773  -0.105
H 3.86898 1.79221 2.37533  0.245
H -3.73411 -1.36104 3.78696  0.268
H -2.00513 3.59612 -2.13447  0.241
H 0.76243 2.11020 -4.12104  0.313
H -2.71648 0.46844 -0.78897  0.241
H 2.12259 -2.51784 3.89003  0.253
H -0.40193 -1.23073 -2.38171  -0.106
H -1.49421 0.22513 4.31779  0.195
H 4.01237 -4.82699 -0.13353  0.323
H -4.25117 1.55089 -1.73295  0.259
H -2.79939 -2.48366 4.18436  0.275
H -1.11692 -4.60368 2.65875  0.278
H 2.06452 -0.93306 -2.00522  0.179
H 3.04063 -3.78535 -0.64597  0.220
H 1.40680 -3.26035 0.00353  0.068
H 1.68964 -1.41176 1.83365  0.212
H -0.42408 1.27367 4.10038  0.205
H -0.08656 1.73280 2.35923  0.224
H 0.81099 1.31367 -2.02416  0.084
H -2.87735 -2.67385 0.48505  0.188
H -2.82391 0.84731 0.67281  0.137
H 3.67391 2.51196 0.05698  0.277
H 2.95236 -0.35830 -0.92204  0.182
H -0.31547 4.64425 0.51230  0.264
H 1.11041 4.51547 0.02019  0.307
H 3.32972 5.05106 -1.08890  0.320
H 2.29915 -3.45296 2.71263  0.286

Atoms 1-2, force components in eV/Å:
Cr -1.9 1.5 1.2
O 0.4 0.1 0.0

Calculated values
Energy ... -78320.5053 eV
Expectation value of S² ... 3.7642
2S+1 ... 4
Orbital gap (alpha / beta) ... 7.82 / 9.40 eV
Largest force on an atom ... 2.705 eV/Å
Net charge ... +3
HOMO level (alpha / beta) ... -18.0359 / -18.0370 eV

---

# 2
The following is a quantum chemistry calculation of a molecular structure, CsH2O, from OMol25.

Each line ends with the Mulliken charge.
Atoms and positions in Å:
Cs -1.70825 0.30300 1.57625  1.009
O 0.42475 0.21000 -0.69575  -0.674
H 0.47575 -0.69100 -1.04475  0.357
H 0.80775 0.17800 0.16425  0.308

Atoms 1-2, force components in eV/Å:
Cs -0.3 0.1 0.0
O -1.0 -0.2 -0.7

Calculated values
Energy ... -2622.2937 eV
Orbital gap ... 12.17 eV
Largest force on an atom ... 1.334 eV/Å
Net charge ... +1
HOMO level ... -16.3001 eV

---

# 3
The following is a quantum chemistry calculation of a molecular structure, CsH4O2, from OMol25.

Each line ends with the Mulliken charge.
Atoms and positions in Å:
Cs -10.52400 -15.05300 -16.47900  1.003
O -9.49800 -13.16400 -14.54200  -0.720
O -10.64200 -16.69600 -14.10300  -0.640
H -9.03300 -12.55700 -15.15400  0.361
H -10.93900 -16.34000 -13.30400  0.317
H -9.83300 -17.09500 -13.82600  0.324
H -8.86200 -13.76900 -14.18700  0.354

Atoms 1-2, force components in eV/Å:
Cs -0.4 -0.2 -0.5
O -0.5 0.8 -1.0

Calculated values
Energy ... -4702.6936 eV
Orbital gap ... 12.51 eV
Largest force on an atom ... 2.589 eV/Å
Net charge ... +1
HOMO level ... -16.2696 eV

---

# 4
The following is a quantum chemistry calculation of a molecular structure, CuH10O5, from OMol25.

Each line ends with the Mulliken charge.
Atoms and positions in Å:
Cu -27.82077 13.64667 -0.04678  0.514
O -29.50057 14.29818 -1.65774  -0.584
O -29.45728 11.91222 0.18236  -0.475
O -26.55720 15.72856 -0.57055  -0.492
O -26.77438 11.78790 1.11190  -0.486
O -28.18730 14.65492 1.94853  -0.520
H -26.22214 11.01246 0.94435  0.288
H -26.86003 16.62452 -0.76308  0.295
H -30.39597 12.02938 -0.01126  0.285
H -27.23125 11.59682 1.93951  0.302
H -29.41914 11.12235 0.73586  0.289
H -25.60210 15.80569 -0.45115  0.294
H -28.56431 14.27392 2.75255  0.296
H -30.31036 13.97144 -1.24903  0.310
H -28.71602 15.44624 1.77506  0.337
H -29.40480 13.78034 -2.47056  0.345

Atoms 1-2, force components in eV/Å:
Cu -0.1 0.1 0.1
O 0.4 -0.3 0.2

Calculated values
Energy ... -55033.6758 eV
Orbital gap ... 9.27 eV
Largest force on an atom ... 0.547 eV/Å
Net charge ... +1
HOMO level ... -12.7881 eV

---

# 5
The following is a quantum chemistry calculation of a molecular structure, F12NO3P2Rb, from OMol25.

Each line ends with the Mulliken charge.
Atoms and positions in Å:
Rb -0.26453 9.32971 -18.25636  0.978
P 0.51814 12.47539 -15.84285  1.162
P -0.68958 5.94984 -16.72388  1.188
F 1.71395 13.45149 -15.34226  -0.369
F 0.45634 4.94057 -17.27315  -0.361
F -1.10534 6.21881 -18.30520  -0.366
F 1.54685 11.21789 -15.91083  -0.346
F 0.08974 12.03320 -14.36506  -0.354
F -0.53337 13.72655 -15.70827  -0.378
F -0.20492 5.71257 -15.20554  -0.362
F -1.88324 6.98988 -16.26781  -0.352
F 0.86051 12.93178 -17.36151  -0.338
F -0.62131 11.51755 -16.52876  -0.377
F -1.77185 4.77188 -16.59718  -0.356
F 0.33825 7.17660 -16.81904  -0.370
O 4.06250 10.52006 -20.25649  -0.620
O 4.33664 8.87318 -18.85696  -0.615
O 2.32535 9.57049 -19.33984  -0.557
N 3.58312 9.67609 -19.45668  0.793

Atoms 1-2, force components in eV/Å:
Rb 0.5 0.2 0.1
P 0.7 0.6 -0.8

Calculated values
Energy ... -59489.2842 eV
Orbital gap ... 6.85 eV
Largest force on an atom ... 1.216 eV/Å
Net charge ... -2
HOMO level ... -2.8097 eV

---

# 6
The following is a quantum chemistry calculation of a molecular structure, F14H2N7Na3O29S14, from OMol25.

Each line ends with the Mulliken charge.
Atoms and positions in Å:
S -1.46486 1.86629 -1.73708  0.987
S -6.61474 5.70927 7.38636  1.084
S 3.12204 -5.80269 5.31972  1.118
S -0.99946 -7.45671 -2.16934  1.063
S -5.37060 5.04828 5.39755  1.110
S 1.06979 -4.47692 4.84613  1.065
S 0.87045 -7.65416 -3.67143  1.080
S 6.76053 1.62944 4.59886  1.099
S -9.54194 -0.38885 -0.44255  1.076
S -0.52547 2.76814 -3.70253  1.059
S -9.08814 -2.35173 -1.77091  1.067
S 6.92243 0.62739 -6.55821  1.045
S 5.30616 2.44039 3.15460  1.068
S 8.51922 2.10448 -5.87290  1.105
Na -1.96686 -2.75173 -5.40360  0.993
Na 2.26838 -2.32699 -1.48727  1.000
Na -6.35671 4.80532 -3.97083  0.999
F -2.05401 -6.25470 -1.95417  -0.275
F 3.11393 -6.51614 3.86998  -0.274
F 5.10941 3.42355 1.92605  -0.296
F -10.71547 0.26183 0.37868  -0.273
F -1.83170 0.47679 -1.08930  -0.298
F -0.41268 -5.02001 4.65470  -0.272
F 1.92279 -6.72750 -4.48217  -0.329
F 7.04191 -0.93089 -6.97383  -0.303
F -5.79514 6.07986 8.72809  -0.275
F 7.83264 2.40698 5.50458  -0.298
F -4.68878 5.88636 4.22142  -0.295
F -0.12626 2.13925 -5.15422  -0.300
F 9.99560 2.58603 -6.29924  -0.334
F -9.95397 -2.93317 -3.00949  -0.293
O 5.70199 1.43513 5.61746  -0.540
O -6.57125 4.62779 4.79038  -0.570
O 6.15686 0.45753 -5.29596  -0.550
O 3.25103 9.21610 -2.82203  -0.654
O -1.82975 -8.47936 -2.74678  -0.542
O -4.39751 3.99433 5.69627  -0.621
O 7.55887 0.52290 4.11389  -0.574
O 8.68934 2.10028 -4.43484  -0.574
O -8.65115 -0.87603 0.59249  -0.553
O -7.72022 6.64470 7.36250  -0.595
O 5.23393 1.13461 2.42874  -0.596
O 4.19679 2.87416 4.01104  -0.584
O -1.61147 3.63552 -4.07436  -0.560
O -6.91527 4.27151 7.61087  -0.538
O 7.79652 3.19049 -6.55608  -0.577
O 3.95321 -6.76002 6.09767  -0.683
O 0.23563 -8.36190 -4.74382  -0.588
O 0.74325 3.36268 -3.28000  -0.515
O -0.48596 -7.67723 -0.86609  -0.502
O -2.78865 2.40502 -1.80629  -0.585
O 1.72731 -8.37173 -2.75781  -0.566
O -9.20663 0.79839 -1.26795  -0.608
O 1.36187 -4.27273 3.43396  -0.502
O -8.75445 -3.64029 -1.18344  -0.566
O -8.07435 -1.57494 -2.47814  -0.545
O 6.24053 1.14892 -7.74327  -0.562
O 0.77216 -3.30383 5.70365  -0.576
O -0.55820 2.43025 -0.72401  -0.544
O 3.75690 -4.52258 4.92875  -0.531
N -10.45725 -1.51746 -1.03711  -0.305
N -5.27935 6.12761 6.40233  -0.300
N -0.91685 1.24013 -2.95447  -0.239
N 6.66079 2.93606 3.53581  -0.282
N 1.63574 -5.91505 5.61743  -0.345
N 0.10316 -6.43287 -3.14776  -0.336
N 8.63672 0.72567 -6.53201  -0.251
H 3.33829 8.29137 -2.59074  0.340
H 4.11894 9.46740 -3.13796  0.313

Atoms 1-2, force components in eV/Å:
S -2.8 0.3 10.4
S 0.7 -0.8 2.3

Calculated values
Energy ... -272814.9938 eV
Orbital gap ... 3.41 eV
Largest force on an atom ... 10.751 eV/Å
Net charge ... -4
HOMO level ... -2.5043 eV

---

# 7
The following is a quantum chemistry calculation of a molecular structure, F18P3V, from OMol25.

Each line ends with the Mulliken charge.
Atoms and positions in Å:
V 26.77935 24.54856 -13.97541  1.851
P 22.71890 24.06098 -14.86129  1.130
P 27.02007 28.51742 -13.13588  1.104
P 29.18646 21.35897 -13.48150  1.051
F 26.27568 27.37537 -12.26534  -0.343
F 28.93818 19.97445 -12.69016  -0.331
F 21.35380 24.16218 -13.97775  -0.343
F 27.73981 21.35682 -14.19237  -0.343
F 24.02455 23.95889 -15.77656  -0.353
F 22.57853 22.40591 -15.12919  -0.372
F 30.69537 21.43197 -12.89776  -0.318
F 21.77446 24.34294 -16.14759  -0.348
F 27.70530 29.56984 -14.14574  -0.348
F 23.00225 25.60456 -14.68128  -0.297
F 29.28051 22.70426 -14.36390  -0.352
F 25.65871 29.39822 -13.05612  -0.340
F 26.61044 27.78308 -14.46043  -0.330
F 23.64735 23.76403 -13.52919  -0.366
F 28.26957 27.45121 -13.25225  -0.360
F 27.56749 29.16575 -11.76796  -0.333
F 28.46030 22.29036 -12.39845  -0.325
F 29.70322 20.42261 -14.66237  -0.333

Atoms 1-2, force components in eV/Å:
V -0.3 0.0 0.3
P -3.0 -1.7 -0.7

Calculated values
Energy ... -102484.3362 eV
Expectation value of S² ... 3.7511
2S+1 ... 4
Orbital gap (alpha / beta) ... 6.28 / 7.67 eV
Largest force on an atom ... 4.172 eV/Å
Net charge ... -1
HOMO level (alpha / beta) ... -10.1475 / -10.1474 eV

---

# 8
The following is a quantum chemistry calculation of 2 unconnected molecules or ions with the total composition F2H2O2P, from OMol25.

Each line ends with the Mulliken charge.
Atoms and positions in Å:
P -0.04163 -0.02303 -0.03633  0.995
F -2.70368 0.80926 -0.48235  -0.068
F 0.06877 -1.57846 0.22072  -0.143
O 0.93162 0.25114 -1.18983  -0.307
O 0.38365 0.63092 1.27158  -0.313
H 1.05026 -0.35016 -1.94243  0.417
H 0.31100 0.26033 2.15863  0.418

Atoms 1-2, force components in eV/Å:
P -0.1 -2.7 0.4
F 0.8 -0.3 0.1

Calculated values
Energy ... -18840.6648 eV
Orbital gap (alpha / beta) ... 10.92 / 9.03 eV
Largest force on an atom ... 2.771 eV/Å
Net charge ... +1
HOMO level (alpha / beta) ... -20.0536 / -17.5864 eV

---

# 9
The following is a quantum chemistry calculation of 2 unconnected molecules or ions with the total composition F2HNS, from OMol25.

Each line ends with the Mulliken charge.
Atoms and positions in Å:
S 1.13067 -0.28441 -0.51050  0.316
F 1.15059 -1.43158 0.69384  -0.239
F -0.39013 1.43306 0.46854  -0.162
N -0.32976 0.42613 -0.48300  -0.123
H -1.56137 -0.14319 -0.16888  0.208

Atoms 1-2, force components in eV/Å:
S 0.7 1.8 -1.4
F -0.7 -1.7 1.5

Calculated values
Energy ... -17768.6788 eV
Expectation value of S² ... 2.0270
2S+1 ... 3
Orbital gap (alpha / beta) ... 6.59 / 7.85 eV
Largest force on an atom ... 3.709 eV/Å
HOMO level (alpha / beta) ... -6.5110 / -11.2421 eV

---

# 10
The following is a quantum chemistry calculation of 2 unconnected molecules or ions with the total composition F2HPS, from OMol25.

Each line ends with the Mulliken charge.
Atoms and positions in Å:
S 4.49148 -0.11230 0.28989  -0.005
P 0.72718 -0.02733 -0.24438  0.440
F 1.84753 -1.10539 0.23697  -0.229
F 1.50289 1.38374 0.08323  -0.254
H 0.01282 0.29088 1.07633  0.048

Atoms 1-2, force components in eV/Å:
S 0.2 0.1 0.0
P 0.2 1.4 2.2

Calculated values
Energy ... -25573.0077 eV
Orbital gap (alpha / beta) ... 7.39 / 7.34 eV
Largest force on an atom ... 2.673 eV/Å
HOMO level (alpha / beta) ... -9.8297 / -9.8298 eV

---

# 11
The following is a quantum chemistry calculation of a molecular structure, F2In, from OMol25.

Each line ends with the Mulliken charge.
Atoms and positions in Å:
In -1.04817 0.60462 0.41278  1.679
F -0.13519 -1.53284 -0.10895  -0.338
F 1.18337 0.92822 -0.30383  -0.340

Atoms 1-2, force components in eV/Å:
In 5.3 -3.0 -2.1
F -2.0 2.8 0.9

Calculated values
Energy ... -10594.3890 eV
Orbital gap ... 6.28 eV
Largest force on an atom ... 6.423 eV/Å
Net charge ... +1
HOMO level ... -18.2849 eV

---

# 12
The following is a quantum chemistry calculation of a molecular structure, F2NO, from OMol25.

Each line ends with the Mulliken charge.
Atoms and positions in Å:
F 0.74041 -1.07430 -0.17308  -0.216
F 0.80809 1.01260 -0.16470  -0.178
O -1.59149 0.04217 -0.08860  -0.684
N 0.04300 0.01953 0.42637  0.077

Atoms 1-2, force components in eV/Å:
F -0.7 -0.5 -0.2
F -0.4 1.2 -0.7

Calculated values
Energy ... -8967.2894 eV
Orbital gap ... 8.86 eV
Largest force on an atom ... 5.410 eV/Å
Net charge ... -1
HOMO level ... -3.4774 eV